1.
Density functional theory data (ωB97M-V/def2-TZVPD) for a 6-piece molecular cluster, C18H52N6O6 overall at a distorted geometry.

E = -1496.490416 Ha
Strongest force on any atom = 5.9 eV/Å
Lowest unoccupied orbital energy (spin up / spin down) = -0.0948 / -0.2845 Eh
Frontier orbital gap (spin up / spin down) = 7.80 / 2.63 eV
HOMO level (spin up / spin down) = -10.38 / -10.38 eV
ΔE to the lowest compared entry with this formula, charge and spin = 1.248 eV
Net charge = +1
Spin multiplicity = 2

XYZ file:
```
82
Properties=species:S:1:pos:R:3:forces:R:3
C -3.423839 -1.491040 -7.882094 -0.1968 1.4510 -1.1305
O -3.759317 -0.055889 -7.992696 0.4982 -2.0072 0.2624
H -3.119377 -1.826121 -8.873611 0.1598 0.2440 -0.0310
H -2.566256 -1.669600 -7.233434 -0.1560 0.0231 0.2687
H -4.292150 -2.111515 -7.660404 -0.2317 0.1807 0.5842
H -3.625336 0.322142 -7.120492 -0.1602 0.2294 0.0717
C 0.154075 -2.795013 -7.743109 -1.0566 -1.8140 -0.6864
O -0.717865 -3.115223 -8.515831 -2.5524 0.1052 -1.9205
N 0.444183 -1.647540 -7.288535 0.2884 5.8692 0.9197
N 0.820937 -3.750292 -7.196019 2.2956 -3.8378 1.7621
H -0.098632 -0.873565 -7.644069 0.3851 0.1640 0.0648
H 1.272057 -1.461601 -6.740675 -0.3020 0.0692 -0.2208
H 0.463192 -4.633441 -7.530943 1.1314 -0.2806 0.4841
H 1.531331 -3.593611 -6.495389 -0.1075 -0.6661 -0.2294
C -3.879139 1.064863 -1.877793 0.3708 0.7739 -0.5017
C -4.594848 2.075484 -2.805738 0.6100 0.8278 0.4608
C -3.917953 1.976953 -4.199914 -1.9073 0.4285 -0.8381
O -4.233082 3.058827 -5.150593 1.0910 -1.4864 2.0118
C -3.741138 4.301144 -4.677584 -0.1572 0.4494 -0.1188
N -6.049456 1.937854 -2.900781 0.5073 -0.9169 -0.1982
H -2.811439 1.212690 -2.039898 0.2018 -0.4259 -0.1880
H -4.189226 0.061824 -2.170843 0.1569 -0.2086 0.2754
H -3.949344 1.238810 -0.804063 -0.7842 -0.0834 -0.0592
H -4.493149 3.079425 -2.393612 0.6211 0.1110 -0.0300
H -4.372858 1.090066 -4.641040 -0.2322 -0.1531 -0.3458
H -2.861399 1.710798 -4.168971 0.3172 0.7777 0.2418
H -2.815930 4.287454 -4.101460 0.6266 -0.6434 -0.4611
H -4.382619 4.783550 -3.940101 -0.7420 0.0734 -0.3749
H -3.623985 4.898229 -5.581938 0.0136 0.3098 0.3434
H -6.170308 0.970611 -3.165231 -0.5349 -0.3775 -0.5739
H -6.418685 1.911107 -1.961070 -0.1417 0.4794 0.3547
C -4.521817 -5.333707 -5.840498 1.1972 -1.0272 0.2248
C -3.128387 -4.617453 -6.162842 -2.5705 -0.1188 -2.3213
C -1.965575 -4.868237 -5.139047 -1.1635 0.8999 0.6848
O -2.469693 -4.495607 -3.848466 -0.6629 -1.6574 -0.9725
C -2.665387 -3.113063 -3.547991 1.4215 0.2094 -1.0183
N -2.781418 -5.023783 -7.574072 -0.1643 -0.3469 3.3875
H -4.279067 -6.394917 -5.895417 -0.1478 -0.3331 0.0058
H -5.375717 -5.197747 -6.504181 0.5455 0.6240 -0.5551
H -4.967549 -5.241818 -4.850064 0.7203 0.6198 0.1781
H -3.366615 -3.556279 -6.235285 0.5303 0.4543 0.0961
H -1.059951 -4.320833 -5.400362 -0.0406 0.1861 -0.1583
H -1.798835 -5.939242 -5.254089 0.1960 -0.0471 1.0322
H -3.184702 -2.529129 -4.307879 -0.1871 -0.2811 -0.4991
H -1.628481 -2.777018 -3.543736 -0.1581 0.9805 0.6044
H -3.225066 -2.915414 -2.633782 0.4078 -0.7686 0.1549
H -3.248532 -5.868638 -7.870922 -0.3223 -0.0852 -0.4708
H -1.844788 -4.912509 -7.935234 0.4863 0.9946 -0.5200
C -8.925797 -6.033916 -12.484521 -0.9980 0.1105 0.7779
C -7.422447 -6.082409 -12.358458 0.3230 1.9210 -0.6779
C -6.835029 -5.643258 -11.021560 0.2751 1.8733 -0.3416
O -5.395607 -5.443685 -11.165267 -0.5216 0.1047 0.5593
C -4.810427 -4.828316 -10.036342 0.2568 0.3802 -0.5098
N -6.815866 -7.282886 -12.783921 -0.5021 -0.9532 -0.3511
H -9.305921 -5.068221 -12.817733 0.3973 0.1562 -0.2321
H -9.433036 -6.123448 -11.523898 -0.1169 -0.6608 0.1182
H -9.290833 -6.764446 -13.206447 0.0929 -0.1410 0.2313
H -7.142220 -5.333915 -13.099625 0.6579 0.3731 0.2083
H -7.009340 -6.244178 -10.129034 -0.3038 -0.4935 -0.1794
H -7.274743 -4.656257 -10.878077 -0.0360 0.2766 0.6106
H -3.816919 -4.460009 -10.292048 0.2184 -0.3858 -0.3298
H -4.725500 -5.489730 -9.174124 -0.2257 -0.4831 0.1097
H -5.288103 -3.917825 -9.674478 -0.7323 0.0427 -0.1776
H -7.146993 -7.895948 -12.052755 0.8385 -1.1876 -0.1007
H -5.829681 -7.075307 -12.717212 0.3239 -0.8485 0.1695
C -3.236265 -0.874575 -11.582578 1.8045 0.4547 0.2248
C -3.053619 -0.968294 -13.096412 0.1232 0.0145 0.3224
C -3.131824 -2.417308 -13.601098 -0.3767 0.5269 -0.8893
O -2.022870 -3.248163 -13.239841 -0.6453 -0.9096 -0.6485
C -2.205217 -4.647001 -13.665353 -0.2169 0.5743 0.9009
N -4.032678 -0.155108 -13.794621 -0.9668 -1.4082 -0.4225
H -2.493744 -1.527761 -11.124207 -0.0518 -0.4290 0.0616
H -4.198344 -1.050502 -11.101376 -0.2509 -0.0993 -0.7204
H -2.869233 0.096641 -11.250719 -0.3632 0.3334 0.0491
H -2.085560 -0.638550 -13.473550 0.7156 0.0997 1.0096
H -3.147937 -2.320028 -14.686626 0.0294 -0.2183 -0.3949
H -4.136130 -2.751673 -13.340943 0.0317 -0.8541 0.4368
H -3.100057 -5.009411 -13.159363 -0.0001 -0.2678 0.1129
H -1.338000 -5.250425 -13.397213 0.0949 0.4667 0.6418
H -2.314270 -4.926186 -14.713335 -0.2106 1.1641 -0.5090
H -4.162520 0.823609 -13.581630 0.5228 -0.2601 0.0239
H -3.960565 -0.385007 -14.775458 -0.2871 0.7586 -0.1348
```
Positions in Å, forces in eV/Å.

From a Mulliken analysis of the wavefunction, the atomic charges in e read:
1. C 0.0812
2. O -0.4836
3. H -0.0507
4. H 0.0145
5. H 0.2068
6. H 0.2339
7. C 0.6403
8. O -0.5789
9. N -0.3862
10. N -0.4293
11. H 0.2535
12. H 0.1796
13. H 0.2333
14. H 0.1651
15. C -1.3709
16. C 0.3634
17. C -0.5681
18. O -0.3748
19. C -0.8688
20. N -0.6459
21. H 0.3768
22. H 0.2306
23. H 0.3804
24. H 0.4135
25. H 0.1431
26. H 0.4266
27. H 0.3658
28. H 0.3103
29. H 0.2843
30. H 0.2733
31. H 0.2677
32. C -1.5707
33. C 1.1663
34. C -0.6100
35. O -0.3482
36. C -0.6109
37. N 0.1793
38. H 0.4927
39. H 0.4230
40. H 0.3373
41. H -0.5766
42. H 0.3547
43. H 0.3931
44. H 0.2365
45. H 0.3531
46. H 0.2671
47. H 0.4982
48. H 0.0368
49. C -1.5238
50. C 0.5094
51. C -0.7762
52. O -0.2618
53. C -0.8422
54. N -0.7019
55. H 0.3674
56. H 0.3116
57. H 0.4015
58. H 0.2054
59. H 0.3554
60. H 0.3787
61. H 0.2634
62. H 0.1977
63. H 0.4116
64. H 0.2812
65. H 0.3245
66. C -1.2147
67. C 0.7293
68. C -0.9440
69. O -0.3323
70. C -0.5428
71. N -0.6848
72. H 0.1384
73. H 0.4097
74. H 0.3981
75. H 0.1802
76. H 0.3629
77. H 0.3940
78. H 0.0815
79. H 0.2774
80. H 0.3414
81. H 0.2073
82. H 0.1881

---

2.
Density functional theory data (ωB97M-V/def2-TZVPD) for one molecule with the formula C4H6O2 at a distorted geometry.

E = -306.367294 Ha
Strongest force on any atom = 4.4 eV/Å
Lowest unoccupied orbital energy = -0.0157 Eh
Frontier orbital gap = 9.06 eV
HOMO level = -9.49 eV
ΔE to the lowest compared entry with this formula, charge and spin = 3.782 eV

XYZ file:
```
12
Properties=species:S:1:pos:R:3:forces:R:3
O -1.464000 1.030951 -0.741577 0.5092 0.2528 1.0542
C -0.974629 0.099706 -0.083455 -0.1987 -1.8650 -1.9713
O -1.228627 -1.108050 -0.006269 -0.4523 0.2427 0.7197
C 0.433783 0.454113 0.296278 1.6212 4.0179 -0.7845
C 1.631846 0.089473 -0.381923 -1.0925 -1.5163 -0.6279
C 1.608551 -0.820313 0.996360 0.6099 0.7955 0.9699
H 0.742141 1.474846 0.703912 -1.2630 -1.4868 0.7860
H 2.417615 0.838331 -0.484323 -0.0350 -0.4039 0.4764
H 1.545351 -0.574374 -1.243548 0.0002 0.0032 0.2683
H 2.004916 -1.803297 0.729938 -0.0163 0.3254 -0.1417
H 2.157744 -0.263539 1.760084 0.2633 -0.5831 -0.1807
H 0.630972 -1.077333 1.469621 0.0540 0.2176 -0.5684
```
Positions in Å, forces in eV/Å.

From a Mulliken analysis of the wavefunction, the atomic charges in e read:
1. O -0.6015
2. C 0.5556
3. O -0.6548
4. C -0.0190
5. C -0.3778
6. C -0.8486
7. H 0.3300
8. H 0.2754
9. H 0.3034
10. H 0.3586
11. H 0.3305
12. H 0.3482